Computed, not measured: the molecule C5H6S in a non-equilibrium geometry, with wB97M-V/def2-TZVPD.

Values from the calculation:
Energy relative to the best compared isomer or geometry (same formula, charge and spin) ... 4.920 eV
E_HOMO ... -6.16 eV
Kohn-Sham gap ... 4.95 eV
Total charge ... 0

Last column: Löwdin charge in e.
Geometry (Å):
1 C 0.281930 0.672763 0.717300  -0.22
2 C -0.636187 -0.357946 0.372329  -0.17
3 H 0.836384 0.163849 -1.494559  0.05
4 C -1.892920 -0.474131 -0.275767  0.19
5 H 0.815487 0.524216 1.653084  0.10
6 H -0.148884 1.697379 0.717790  0.12
7 C 1.281786 0.617290 -0.544384  -0.70
8 H 1.590264 1.705499 -0.834846  0.07
9 C -1.145878 -1.585480 0.077465  0.15
10 S 2.811168 -0.390232 -0.094612  0.12
11 H -1.009916 -2.696794 0.237748  0.16
12 H -2.783238 0.123584 -0.531546  0.14

Forces on atoms 1 to 2 (eV/Å):
0.657 1.136 -0.260
-1.764 1.448 -0.928

Computed, not measured: the molecule C5H6S2 in a non-equilibrium geometry, with wB97M-V/def2-TZVPD.

Values from the calculation:
Energy relative to the best compared isomer or geometry (same formula, charge and spin) ... 3.851 eV
E_HOMO (spin up / spin down) ... -8.04 / -8.04 eV
Kohn-Sham gap (spin up / spin down) ... 6.72 / 6.73 eV
Total charge ... 0

Last column: natural (NBO) charge in e.
Geometry (Å):
1 H 2.740688 -0.835844 -1.787712  0.23
2 S -2.014444 -1.041026 1.841588  -0.03
3 H -0.385438 0.590894 2.703903  0.28
4 S 2.372190 -0.615165 0.536369  0.04
5 C 0.795708 -0.168422 -1.640098  -0.34
6 H -1.915245 -0.982149 0.559914  0.11
7 C -0.188126 0.721320 0.483141  0.24
8 C -0.988092 0.536769 1.651938  -0.64
9 H -1.166706 0.775162 -1.410671  0.28
10 C 1.979026 -0.548824 -1.046141  -0.34
11 H 0.803250 -0.147823 -2.740865  0.23
12 C -0.271659 0.458991 -0.803562  -0.31
13 H -1.761152 1.256117 1.652195  0.27

Forces on atoms 1 to 2 (eV/Å):
-0.092 0.114 0.391
0.811 0.632 0.553

Computed, not measured: the molecule C5H6S3 in a non-equilibrium geometry, with wB97M-V/def2-TZVPD.

Values from the calculation:
Energy relative to the best compared isomer or geometry (same formula, charge and spin) ... 3.330 eV
Structure (SMILES) ... CC1=C(C=S)SCS1
E_HOMO ... -8.09 eV
Kohn-Sham gap ... 7.41 eV
Total charge ... 0

Last column: natural (NBO) charge in e.
Geometry (Å):
1 H 0.016369 1.798216 3.049890  0.26
2 H 0.684422 0.218192 2.689865  0.21
3 C 0.496047 0.404689 -0.230814  -0.14
4 S -2.633090 -2.095482 -0.184723  0.14
5 H 2.250790 -0.092539 -1.482941  0.23
6 H 0.372425 -0.816763 -1.977574  0.22
7 H 0.701685 0.983470 -2.621910  0.25
8 C 1.012095 0.097263 -1.701750  -0.65
9 H -0.732769 -1.921483 -1.296983  0.19
10 S -1.488398 0.464012 1.431618  0.23
11 S 1.265052 1.511713 0.808634  0.35
12 C -1.365228 -1.373567 -0.605957  -0.38
13 C 0.154021 0.990540 2.208580  -0.64
14 C -0.733420 -0.168261 -0.085936  -0.28

Forces on atoms 1 to 2 (eV/Å):
0.025 -1.197 -2.080
0.235 -1.362 0.433

Computed, not measured: the molecule C5H7BO2S in a non-equilibrium geometry, with wB97M-V/def2-TZVPD.

Values from the calculation:
Energy relative to the best compared isomer or geometry (same formula, charge and spin) ... 2.041 eV
Structure (SMILES) ... Cc1cscc1B(O)O
E_HOMO ... -8.17 eV
Kohn-Sham gap ... 8.37 eV
Total charge ... 0

Last column: natural (NBO) charge in e.
Geometry (Å):
1 B -1.703023 0.012906 -0.436479  1.08
2 C -0.456822 0.622629 -1.092623  -0.39
3 C 1.079007 -0.832443 0.624092  -0.69
4 H 0.023795 -0.790591 1.027134  0.25
5 O -2.478605 -0.622260 -1.413706  -0.86
6 H 1.459865 -1.892954 0.502037  0.22
7 C 1.150749 0.119761 -0.501200  0.06
8 H 3.096257 0.409757 -1.219475  0.23
9 C 2.132059 0.700411 -1.215291  -0.47
10 H -2.555743 -0.391500 1.433899  0.52
11 H -3.194543 -1.105389 -0.936752  0.47
12 C -0.090897 1.575369 -1.998976  -0.37
13 S 1.579243 1.792723 -2.397451  0.40
14 O -1.865237 -0.125806 0.873870  -0.90
15 H -0.787737 2.284866 -2.367278  0.23
16 H 1.795307 -0.464569 1.322552  0.22

Forces on atoms 1 to 2 (eV/Å):
-0.431 -0.881 -2.866
6.481 0.875 1.067

One value per record, in order, for calculated total energy: -16111.6180; -26948.0742; -37784.4632; -20905.7020 eV.